A 2-piece molecular cluster, C5H9NO overall at a distorted geometry, computed with the ωB97M-V functional and the def2-TZVPD basis.

Positions of all 16 atoms, in Å:
O  -1.212  -2.361  -0.512
N  -1.542  3.137  0.376
C  0.599  0.315  1.218
C  0.658  0.521  -0.915
C  -0.429  0.777  0.157
C  -1.046  2.096  0.275
C  1.308  -0.458  0.087
H  -2.068  -2.574  -0.123
H  -1.211  0.018  0.062
H  1.277  1.413  -1.059
H  0.874  -1.455  -0.018
H  2.398  -0.523  0.110
H  -1.412  -2.074  -1.411
H  0.329  0.150  -1.890
H  0.215  -0.239  2.078
H  1.202  1.160  1.564

Multiplicity ... 1
SMILES ... N#CC1CCC1.O
Gap between HOMO and LUMO ... 11.5 eV
F_max ... 1.1 eV/Å